Entry 1:
24
Properties=species:S:1:pos:R:3:forces:R:3 method="wB97M-V/def2-TZVPD" de_lowest_ev=0.5633 multiplicity=1 smiles="CNC(C)=O.CNC(C)=O" total_charge=0 lumo_ha=0.0213 orbital_gap_ev=9.61
C -1.362590 -1.923857 2.616341 0.7 -1.2 0.0
C -3.309338 -0.016314 -0.009476 -0.4 0.2 0.3
C -1.554747 -1.072446 1.400216 -0.5 0.1 -0.5
O -0.646051 -0.589234 0.747071 0.3 0.0 0.1
N -2.853773 -0.925899 1.025932 0.0 0.3 0.3
H -0.408564 -1.731996 3.098272 -0.2 0.6 0.3
H -3.566404 -1.257919 1.652928 0.1 -0.1 0.0
H -3.921737 0.775726 0.435366 -0.1 -0.2 0.0
H -2.211133 -1.927259 3.291558 0.1 0.2 0.2
H -1.197009 -2.970900 2.319902 -0.4 0.2 -0.3
H -2.483364 0.519471 -0.471256 0.1 -0.5 -0.2
H -3.927144 -0.583706 -0.705902 0.2 0.3 -0.3
C 3.033564 0.612290 0.453612 0.3 -0.1 -0.7
C 0.830864 0.521685 -2.615257 -0.3 0.3 -0.4
C 1.774164 1.083578 -1.595989 -0.1 0.5 0.1
O 2.331474 2.158312 -1.756273 0.1 -0.1 -0.1
N 2.038571 0.268400 -0.549255 0.0 -0.4 0.9
H 1.331716 -0.373275 -0.211042 -0.1 0.1 -0.5
H 3.196553 1.680337 0.451421 -0.2 0.3 0.3
H 0.104943 -0.166233 -2.221120 -0.2 -0.4 0.3
H 2.724132 0.231404 1.417767 -0.1 0.1 0.2
H 3.997056 0.165785 0.194466 0.0 -0.1 0.1
H 0.292395 1.290553 -3.169696 0.2 0.2 0.2
H 1.460638 0.010091 -3.330155 0.1 -0.3 -0.3

Entry 2:
24
Properties=species:S:1:pos:R:3:forces:R:3 method="wB97M-V/def2-TZVPD" de_lowest_ev=0.7389 multiplicity=1 smiles="CNC(C)=O.CNC(C)=O" total_charge=0 lumo_ha=0.0210 orbital_gap_ev=9.89
C -0.576331 2.608693 0.993084 -0.7 0.2 -0.8
C 0.125124 0.851658 -2.321545 1.3 1.5 -0.3
C -0.783887 1.689139 -0.199448 0.0 -0.5 0.4
O -1.725241 0.908118 -0.271593 0.1 0.4 0.0
N 0.166223 1.750779 -1.168812 -0.6 -0.5 0.4
H -0.389030 2.095711 1.930868 0.3 -0.3 -0.2
H 0.962595 2.321494 -0.976884 0.3 0.1 -0.2
H 0.984659 0.181239 -2.314400 -0.4 -0.6 0.3
H 0.180113 3.346632 0.738333 0.1 0.1 0.4
H -1.540556 3.098931 1.134540 0.1 0.2 0.0
H -0.849746 0.397998 -2.378906 0.0 -0.3 0.0
H 0.343212 1.473046 -3.197420 -0.5 -0.1 -0.1
C -1.307246 -2.471545 0.006888 -0.4 0.3 -1.2
C 1.845097 -0.889244 1.389721 -1.4 -0.6 -0.4
C 0.831499 -1.980668 0.992008 0.8 0.6 -0.2
O 1.055862 -3.161793 1.171397 0.0 -0.1 0.2
N -0.324010 -1.507234 0.467656 0.1 -1.2 -0.2
H -0.357680 -0.595271 0.056326 -0.2 0.1 0.2
H -1.768010 -2.100930 -0.916542 -0.3 0.4 0.5
H 2.843616 -1.237516 1.161552 0.2 0.1 0.3
H -0.882830 -3.400689 -0.368222 0.4 -0.1 0.7
H -2.064101 -2.656286 0.760188 -0.1 -0.2 0.0
H 1.600386 0.031615 0.862814 0.2 0.2 0.0
H 1.630273 -0.753866 2.448402 0.6 0.2 0.1